Entry 1:
DFT (the ωB97M-V functional and the def2-TZVPD basis) results for a cluster of 3 separate species, C4H13NO3 in total at a distorted geometry.

Results
highest occupied orbital energy (spin up / spin down) = -0.5140 / -0.5137 hartree
E_LUMO (spin up / spin down) = -4.8 / -9.6 eV
frontier orbital gap (spin up / spin down) = 9.2 / 4.4 eV
energy above the lowest of the compared OMol25 structures with the same formula, charge and spin = 353.0 kJ/mol
E = -11979.965 eV
multiplicity = 2
net charge = +1
maximum force = 5.3 eV Å⁻¹

```
21
Properties=species:S:1:pos:R:3:lowdin_charge:R:1
C 1.53182 0.60324 -2.42981 -0.14
N 0.47186 0.69796 -1.53787 0.19
C 0.63273 1.18152 -0.05953 -0.09
C -0.72753 0.76780 0.68234 -0.22
C -1.79022 1.88340 0.85834 -0.11
O 2.74735 0.70536 -2.21607 0.28
H 1.23295 0.34181 -3.43585 0.18
H -0.34447 1.17646 -1.72696 0.12
H 1.48900 0.69158 0.31687 0.10
H 0.74735 2.24382 -0.01127 0.13
H -1.18944 -0.15337 0.03246 0.16
H -0.31650 0.36586 1.68330 0.13
H -2.73975 1.41756 1.32470 0.11
H -1.97915 2.38190 -0.18751 0.11
H -1.60847 2.66124 1.54518 0.05
H -0.11803 -2.66531 2.63040 0.01
H 0.77514 -2.19577 1.78034 0.10
O -0.21365 -2.45850 1.74310 -0.06
H 1.02075 -2.68956 -0.48999 0.01
H 0.10165 -3.67746 0.18822 0.03
O 0.27660 -3.27955 -0.69038 -0.09
```

Entry 2:
DFT (the ωB97M-V functional and the def2-TZVPD basis) results for a structure of composition C27H26Cl2CuN2S2Si at a distorted geometry.

Results
highest occupied orbital energy = -0.1554 hartree
E_LUMO = 2.6 eV
frontier orbital gap = 6.9 eV
E = -130637.100 eV
net charge = -1
maximum force = 2.8 eV Å⁻¹

```
61
Properties=species:S:1:pos:R:3:lowdin_charge:R:1
Cu 0.31260 0.04786 -1.68120 -0.12
Cl 2.11072 2.33344 -2.91031 0.68
C 3.45475 1.31328 -2.60872 -0.70
C 4.69734 1.92362 -2.39127 -0.13
C 5.83416 1.14576 -2.30848 -0.13
C 5.75030 -0.20483 -2.45204 -0.15
C 4.53166 -0.83446 -2.63148 -0.74
Cl 4.51438 -2.50795 -2.85643 0.67
C 3.34805 -0.09457 -2.73338 -0.72
S 1.82409 -0.88447 -3.03169 0.51
H 4.79638 3.01291 -2.27287 0.10
H 6.79298 1.58961 -2.12241 0.09
H 6.63107 -0.82374 -2.37355 0.09
C -0.88191 -3.69646 -2.79205 -0.11
N -1.55187 -2.61455 -3.44972 -0.06
C -2.17445 -1.57881 -2.80524 -0.92
S -2.13676 -0.05079 -3.47309 0.59
N -2.74012 -1.80712 -1.60529 -0.02
C -3.30731 -3.09959 -1.16363 -0.06
H -0.04606 -4.00875 -3.39110 0.08
H -1.53893 -4.53385 -2.49528 0.07
H -0.38835 -3.31210 -1.87578 0.09
H -1.12898 -2.31137 -4.31987 0.10
H -3.13411 -0.91816 -1.27276 0.10
H -3.69609 -3.58247 -2.01387 0.07
H -4.13519 -2.86799 -0.52167 0.07
H -2.57632 -3.68491 -0.60065 0.08
C -3.27473 -2.42266 2.52020 -0.11
C -3.73497 -1.19992 2.06790 -0.12
C -2.89376 -0.30354 1.37577 -0.12
C -1.53843 -0.54258 1.27039 -0.32
C -1.04562 -1.80250 1.71350 -0.13
C -1.86526 -2.67947 2.34131 -0.11
Si -0.36827 0.65095 0.38167 0.65
C 1.07193 0.72394 1.69489 -0.28
C 0.93401 0.36246 3.03435 -0.13
C 2.02172 0.33754 3.91687 -0.11
C 3.25500 0.81588 3.52337 -0.12
C 3.40654 1.20898 2.20102 -0.11
C 2.36299 1.09984 1.31767 -0.11
C -1.23887 2.35167 0.79184 -0.25
C -1.04485 3.14333 1.97823 -0.08
C -1.73249 4.31961 2.17129 -0.13
C -2.67791 4.75960 1.26714 -0.12
C -2.89501 4.00500 0.12603 -0.12
C -2.17443 2.84814 -0.15114 -0.13
H -3.91620 -3.09076 3.09256 0.09
H -4.79871 -0.99058 2.15927 0.09
H -3.38164 0.61596 0.97710 0.11
H -0.00371 -1.97149 1.60957 0.09
H -1.49836 -3.67471 2.66249 0.10
H 0.00461 -0.05815 3.37801 0.09
H 1.87273 -0.08906 4.96089 0.11
H 4.16280 0.73645 4.15261 0.10
H 4.32905 1.60381 1.80610 0.09
H 2.52199 1.33917 0.28109 0.08
H -0.33435 2.75525 2.72102 0.09
H -1.46900 4.91709 3.01309 0.08
H -3.19154 5.67822 1.49146 0.09
H -3.64053 4.31427 -0.63715 0.10
H -2.38676 2.28872 -1.05655 0.07
```

Entry 3:
DFT (the ωB97M-V functional and the def2-TZVPD basis) results for a structure of composition C42H44Cl2N2O5PPt at a distorted geometry.

Results
highest occupied orbital energy = -0.3678 hartree
E_LUMO = -2.9 eV
frontier orbital gap = 7.1 eV
energy above the lowest of the compared OMol25 structures with the same formula, charge and spin = 73.4 kJ/mol
E = -95061.774 eV
net charge = +1
maximum force = 1.5 eV Å⁻¹

```
97
Properties=species:S:1:pos:R:3:lowdin_charge:R:1
Pt -0.10483 0.65505 0.79996 1.01
C 1.94883 -1.13047 1.27028 -0.08
C 2.41721 -0.26420 2.43812 -0.35
C 1.55357 -0.48808 3.67776 -0.04
C 2.53642 1.21263 2.03100 -0.24
C 3.11794 2.14103 3.10630 -0.03
O 2.08954 3.13856 3.31836 0.04
C 1.04229 2.82090 2.55815 -0.29
N 1.21115 1.80620 1.79192 -0.04
C -0.16335 3.64129 2.73299 -0.13
C -0.15414 4.57187 3.77189 0.01
C -1.24869 5.39094 3.99371 -0.03
C -2.35851 5.29561 3.17169 -0.03
C -2.37690 4.37393 2.13458 -0.05
C -1.29237 3.53607 1.90748 -0.27
P -1.35786 2.42770 0.47691 0.98
C -3.10186 2.09307 0.18754 -0.35
C -3.77881 1.36813 1.16999 -0.09
C -5.13313 1.12167 1.02888 -0.05
C -5.81510 1.59643 -0.08532 -0.06
C -5.14659 2.33056 -1.05244 -0.06
C -3.78938 2.58777 -0.91677 -0.07
C -0.72711 3.42359 -0.88815 -0.33
C -0.14629 4.67090 -0.67284 -0.06
C 0.34391 5.40005 -1.74669 -0.06
C 0.24533 4.89323 -3.03287 -0.06
C -0.33122 3.64819 -3.24932 -0.06
C -0.80475 2.90458 -2.18146 -0.10
H 1.97260 -2.18607 1.54986 0.09
H 2.54852 -0.97541 0.37470 0.05
H 0.87465 -1.06799 0.95513 0.04
H 3.44785 -0.57349 2.64517 0.15
H 0.55515 -0.06146 3.54807 0.07
H 1.99918 -0.07075 4.58115 0.08
H 1.41749 -1.55701 3.84452 0.09
H 3.10427 1.27196 1.10546 0.13
H 4.02472 2.65426 2.79724 0.14
H 3.28733 1.63982 4.05730 0.13
H 0.71643 4.64549 4.40623 0.13
H -1.23173 6.10186 4.80825 0.12
H -3.21502 5.93576 3.33502 0.12
H -3.25037 4.29988 1.49962 0.12
H -3.24338 0.99191 2.03244 0.10
H -5.65771 0.55740 1.78858 0.11
H -6.87352 1.39949 -0.19471 0.11
H -5.68061 2.70976 -1.91335 0.11
H -3.27783 3.17640 -1.66595 0.10
H -0.08728 5.08718 0.32431 0.10
H 0.79140 6.37036 -1.57759 0.11
H 0.61796 5.46866 -3.87007 0.11
H -0.40490 3.25250 -4.25411 0.11
H -1.22003 1.91684 -2.34240 0.11
C -0.44718 -1.54569 -2.66182 -0.09
O -0.01617 -0.21035 -2.44418 -0.20
C 1.10034 0.11563 -3.25179 -0.19
C 2.45786 -0.10348 -2.62158 -0.23
O 2.73051 0.89360 -1.64669 -0.21
C 4.12169 1.10441 -1.50907 -0.11
H -0.59390 -1.73497 -3.73084 0.10
H -1.38970 -1.66621 -2.13571 0.08
H 0.27076 -2.27085 -2.26534 0.03
H 1.02920 1.17012 -3.52359 0.11
H 1.07130 -0.47071 -4.17830 0.13
H 3.19589 -0.02080 -3.42966 0.13
H 2.55216 -1.11087 -2.19296 -0.01
H 4.58225 1.34624 -2.47199 0.09
H 4.62998 0.22222 -1.09836 0.09
H 4.27197 1.95209 -0.84152 0.08
Cl -1.88251 -5.64668 -2.86569 0.74
C -0.19550 -5.28482 -3.07512 -0.56
C 0.48202 -5.85267 -4.13874 -0.09
C 1.82850 -5.57455 -4.31168 -0.06
C 2.47688 -4.71209 -3.44422 -0.09
C 1.77240 -4.13450 -2.40107 -0.54
Cl 2.58012 -2.97224 -1.39505 0.85
C 0.42906 -4.42502 -2.16642 -0.34
N -0.28584 -3.81323 -1.12368 0.02
C -0.16667 -4.24770 0.21630 -0.19
C 0.87138 -5.08040 0.62633 -0.04
C 0.99996 -5.44607 1.95631 -0.08
C 0.09009 -4.99344 2.89878 -0.08
C -0.95605 -4.18361 2.48702 -0.03
C -1.10689 -3.80494 1.15799 -0.15
C -2.24868 -2.87720 0.79360 -0.03
C -1.82971 -1.47429 1.19036 -0.63
O -1.80354 -1.12650 2.35933 0.03
O -1.35715 -0.77652 0.17937 -0.24
H -0.04409 -6.51370 -4.81252 0.11
H 2.37112 -6.02296 -5.13219 0.11
H 3.52062 -4.46528 -3.57754 0.11
H -1.25428 -3.69363 -1.37960 0.07
H 1.57732 -5.46257 -0.09825 0.10
H 1.81214 -6.09887 2.24892 0.11
H 0.18445 -5.27740 3.93811 0.10
H -1.67877 -3.82128 3.20769 0.12
H -3.14463 -3.14605 1.35330 0.13
H -2.49917 -2.89672 -0.26477 0.11
```

Entry 4:
DFT (the ωB97M-V functional and the def2-TZVPD basis) results for a cluster of 8 separate species, C39H75INO24 in total at a distorted geometry.

Results
highest occupied orbital energy (spin up / spin down) = -0.2916 / -0.3349 hartree
E_LUMO (spin up / spin down) = 0.3 / 0.3 eV
frontier orbital gap (spin up / spin down) = 8.3 / 9.5 eV
E = -100388.859 eV
multiplicity = 2
maximum force = 3.0 eV Å⁻¹

```
140
Properties=species:S:1:pos:R:3:lowdin_charge:R:1
C 3.25947 -2.81318 0.48166 -0.05
C 3.33893 -3.27468 -0.96936 -0.22
O 3.88353 -2.28422 -1.84257 -0.04
C 3.23997 -1.07243 -1.92334 -0.43
O 3.69486 -0.08887 -1.33183 0.11
C 2.08329 -1.05098 -2.89803 -0.08
C 0.90264 -0.19687 -2.42993 -0.17
C -0.12967 -1.01401 -1.66535 -0.12
C -1.51161 -0.39010 -1.32322 -0.41
C -2.56100 -1.48710 -1.61592 -0.15
C -3.99226 -1.26789 -1.10876 -0.29
C -4.53365 -2.31878 -0.14965 -0.67
I -4.04477 -2.13044 1.90829 0.79
C -1.85155 0.84244 -2.15110 -0.07
C -1.34913 2.21110 -1.62759 -0.46
C -2.53305 3.04312 -1.12347 -0.02
C -0.69427 2.99705 -2.77154 -0.03
N -0.32427 2.04541 -0.55953 -0.13
O 0.23617 3.14041 -0.20658 0.00
C -0.58967 1.11610 0.58221 -0.45
C 0.79411 0.59429 1.01838 -0.01
C -1.19211 1.84125 1.78648 -0.02
C -1.51667 -0.03121 0.15414 -0.11
H 3.28308 -3.65346 1.17342 0.08
H 2.32235 -2.27101 0.64666 0.06
H 4.06574 -2.10134 0.65468 0.06
H 4.01248 -4.13178 -1.04673 0.12
H 2.36149 -3.62909 -1.32201 0.12
H 2.47858 -0.66609 -3.84347 0.14
H 1.77771 -2.08303 -3.09718 0.12
H 1.31375 0.59798 -1.80398 0.10
H 0.45491 0.27563 -3.30484 0.11
H 0.33359 -1.35579 -0.73470 0.11
H -0.30747 -1.92144 -2.25885 0.11
H -2.57485 -1.58114 -2.70877 0.12
H -2.14124 -2.42073 -1.22157 0.12
H -4.66699 -1.36325 -1.96920 0.11
H -4.13888 -0.25740 -0.72440 0.10
H -5.62207 -2.33628 -0.17994 0.03
H -4.18940 -3.31074 -0.45415 0.04
H -1.56672 0.73505 -3.20189 0.12
H -2.94566 0.91118 -2.16105 0.12
H -3.09459 2.54162 -0.33470 0.07
H -3.21654 3.18626 -1.96757 0.09
H -2.20187 4.02936 -0.79162 0.09
H -1.29973 2.89691 -3.67466 0.09
H -0.63419 4.06102 -2.52931 0.08
H 0.32454 2.64817 -2.94799 0.08
H 0.68751 -0.27209 1.67052 0.09
H 1.34231 1.36921 1.54132 0.09
H 1.39956 0.32126 0.14946 0.06
H -2.15884 2.30241 1.58215 0.07
H -0.48870 2.57026 2.18715 0.09
H -1.36041 1.08246 2.55853 0.10
H -1.17141 -0.92185 0.69397 0.11
H -2.52450 0.16728 0.52295 0.07
C -2.94273 5.90536 4.05356 -0.03
O -2.73745 4.59650 4.59180 0.01
C -3.11628 4.45141 5.85489 -0.62
O -3.60494 5.30520 6.54658 0.11
O -2.87135 3.20190 6.22895 0.01
C -3.28080 2.90223 7.56875 -0.03
H -2.58334 5.85534 3.03082 0.09
H -3.99955 6.16459 4.06759 0.09
H -2.37534 6.64441 4.61495 0.10
H -4.35454 3.04098 7.67840 0.10
H -2.75284 3.53427 8.27969 0.10
H -3.01904 1.86049 7.72410 0.09
C -1.82328 -2.83760 -6.56298 -0.04
O -1.75737 -1.43144 -6.31328 -0.01
C -1.93472 -0.67626 -7.39866 -0.64
O -2.13166 -1.08512 -8.50975 0.13
O -1.85440 0.59503 -7.03004 0.00
C -2.01638 1.53826 -8.09880 -0.03
H -1.67280 -3.31596 -5.59955 0.09
H -2.79831 -3.11263 -6.95976 0.10
H -1.04532 -3.15151 -7.25551 0.10
H -2.99671 1.43015 -8.55723 0.10
H -1.24248 1.40934 -8.85091 0.09
H -1.92272 2.51901 -7.64486 0.09
C -10.15459 3.87808 8.03848 -0.04
O -9.55539 5.13114 7.70126 0.00
C -8.28478 5.04096 7.31407 -0.64
O -7.65083 4.02237 7.23669 0.12
O -7.84528 6.25888 7.03235 0.01
C -6.47784 6.29754 6.59685 -0.04
H -11.17345 4.11290 8.32934 0.09
H -10.15285 3.20852 7.18103 0.10
H -9.62571 3.40997 8.86593 0.10
H -6.35523 5.71813 5.68469 0.09
H -5.81595 5.90937 7.36256 0.08
H -6.25621 7.34321 6.40903 0.10
C 7.03354 -2.41215 0.94324 -0.02
O 7.03326 -2.63591 2.36260 -0.02
C 7.99484 -3.45499 2.78098 -0.63
O 8.81014 -4.00017 2.08959 0.13
O 7.88531 -3.56363 4.09979 0.01
C 8.85862 -4.41937 4.70714 -0.03
H 6.21440 -1.73333 0.72933 0.08
H 7.97224 -1.95578 0.63865 0.10
H 6.88272 -3.34795 0.40876 0.10
H 9.86327 -4.04469 4.52479 0.10
H 8.77059 -5.43232 4.32051 0.10
H 8.63609 -4.40094 5.76877 0.09
C -1.46663 4.15096 -12.94318 -0.03
O -0.06301 4.25577 -12.68548 0.01
C 0.28794 3.95219 -11.44186 -0.63
O -0.45983 3.61485 -10.56327 0.12
O 1.60422 4.08446 -11.33286 0.01
C 2.12119 3.78427 -10.03277 -0.03
H -1.59047 4.42658 -13.98521 0.09
H -1.81059 3.13203 -12.77969 0.10
H -2.02468 4.83210 -12.30455 0.10
H 1.90636 2.75205 -9.76464 0.10
H 1.69489 4.45210 -9.28747 0.10
H 3.19276 3.93755 -10.10510 0.09
C 2.07543 -0.53769 7.63786 -0.04
O 3.29119 -1.03933 7.07435 0.00
C 3.49483 -0.66346 5.81290 -0.64
O 2.75785 0.03394 5.17292 0.12
O 4.64524 -1.17558 5.40091 0.01
C 5.00785 -0.86487 4.04348 -0.01
H 2.04708 -0.92063 8.65330 0.09
H 2.07459 0.55018 7.64572 0.10
H 1.21442 -0.89490 7.07654 0.10
H 5.09465 0.21245 3.91070 0.10
H 4.26720 -1.25746 3.34846 0.09
H 5.96154 -1.34118 3.87030 0.07
C 5.75930 -7.08529 0.92806 -0.03
O 5.02320 -8.25570 1.29388 0.01
C 3.70738 -8.13954 1.14493 -0.63
O 3.12891 -7.16531 0.74245 0.11
O 3.14152 -9.28386 1.50815 0.01
C 1.71507 -9.29570 1.39524 -0.04
H 6.80432 -7.32286 1.09866 0.10
H 5.60237 -6.84597 -0.12187 0.10
H 5.46496 -6.24062 1.54831 0.09
H 1.41172 -9.13019 0.36383 0.10
H 1.27446 -8.53209 2.03235 0.10
H 1.40731 -10.28288 1.72373 0.09
```

Entry 5:
DFT (the ωB97M-V functional and the def2-TZVPD basis) results for a cluster of 2 separate species, C5H12NS in total at a distorted geometry.

Results
highest occupied orbital energy = -0.4941 hartree
E_LUMO = -5.8 eV
frontier orbital gap = 7.7 eV
energy above the lowest of the compared OMol25 structures with the same formula, charge and spin = 361.5 kJ/mol
E = -17694.940 eV
net charge = +1
maximum force = 4.8 eV Å⁻¹

```
19
Properties=species:S:1:pos:R:3:lowdin_charge:R:1
C 0.48990 -0.07022 -2.51063 0.11
C -0.15545 0.40637 -1.43821 -0.15
C -0.02498 1.63419 1.42922 -0.11
C -0.90593 0.55345 0.86572 -0.21
C -0.45427 -0.29490 -0.22175 -0.35
N -0.45673 -1.69072 -0.31715 0.05
S 1.94113 -0.96549 0.89253 0.68
H 0.55057 0.77846 -3.35815 0.15
H 0.87826 -1.15224 -2.63677 0.12
H -0.38826 1.50082 -1.36795 0.14
H 0.54137 1.40361 2.27608 0.06
H -0.59608 2.40929 1.85082 0.07
H 0.74910 2.12148 0.80708 0.10
H -1.91945 1.04830 0.37111 0.21
H -1.20850 -0.07420 1.72144 0.13
H -0.40113 -2.29769 -1.19606 0.17
H 0.97663 -1.76049 0.42669 -0.21
H -1.24874 -2.04136 0.31496 0.18
H 1.63259 -1.50865 2.09100 -0.13
```

Entry 6:
DFT (the ωB97M-V functional and the def2-TZVPD basis) results for a cluster of 2 separate species, C7H7Cl2O4S in total at a distorted geometry.

Results
highest occupied orbital energy = -0.4671 hartree
E_LUMO = -5.2 eV
frontier orbital gap = 7.5 eV
E = -51433.536 eV
net charge = +1
maximum force = 1.6 eV Å⁻¹

```
21
Properties=species:S:1:pos:R:3:lowdin_charge:R:1
C 2.34539 1.32322 0.33391 -0.11
C 0.93652 0.91721 0.07658 -0.68
Cl 0.55292 0.20232 -1.47182 0.75
C -0.03813 1.09897 0.96087 -0.65
Cl 0.30579 1.88640 2.45006 0.83
C -1.42256 0.69838 0.81781 -0.22
C -1.91370 -0.53495 0.76665 -0.46
S -1.18436 -2.10061 0.88209 0.93
C -3.41187 -0.43371 0.64248 -0.45
O -4.15480 -1.36941 0.66007 0.18
O -3.72545 0.87105 0.53304 0.18
C -2.57254 1.63217 0.76120 -0.36
O -2.61040 2.81602 0.89486 0.20
H 2.95681 1.28460 -0.55579 0.07
H 2.39821 2.31708 0.74506 0.08
H 2.75128 0.64190 1.07078 0.09
H -0.00249 -1.89463 0.29071 -0.17
O 2.18144 -2.53053 -2.35565 0.32
H 3.13357 -2.31992 -2.41934 0.20
H 1.78603 -2.67018 -3.23899 0.20
H 1.68834 -1.83538 -1.84458 0.08
```